w | Formula: C5H10NO2P
Source: OMol25
Level of theory: the ωB97M-V functional and the def2-TZVPD basis

Last column: Mulliken charge in e.
Element x y z (Å)
C: 2.39 0.88 0.18  0.671
C: -1.88 -0.06 -1.27  -0.898
C: 0.67 -2.28 0.07  -0.556
C: -1.55 1.55 1.60  -0.655
C: 1.95 0.73 -1.16  -0.999
N: 2.70 0.66 1.28  -0.508
O: -0.16 -1.22 0.37  -0.265
O: -0.61 1.25 0.68  -0.209
P: -0.44 0.13 -0.48  0.772
H: -2.54 0.73 -1.67  0.260
H: -1.88 -0.95 -1.93  0.199
H: 0.06 -3.14 -0.33  0.262
H: 1.00 -2.53 1.10  0.223
H: 1.58 -2.04 -0.64  0.207
H: -1.24 2.61 1.90  0.213
H: -1.52 0.86 2.45  0.242
H: -2.54 1.34 1.24  0.345
H: 2.28 -0.17 -1.67  0.335
H: 1.73 1.64 -1.72  0.360

Properties
* LUMO level (spin up / spin down): -0.6 / -0.6 eV
* frontier orbital gap (spin up / spin down): 7.44 / 7.44 eV
* HOMO level (spin up / spin down): -8.023 / -8.020 eV



x | Formula: C5H10NO2P
Source: OMol25
Level of theory: the ωB97M-V functional and the def2-TZVPD basis

Last column: Mulliken charge in e.
Element x y z (Å)
H: -0.45 -2.87 -0.20  0.324
N: 0.49 -2.33 -0.28  -0.637
C: 0.35 -1.10 -0.14  0.319
C: 1.51 -0.09 -0.21  0.671
C: 2.81 -0.73 0.24  -1.214
O: 1.26 1.08 -0.34  -0.559
P: -1.35 -0.41 -0.01  1.013
C: -1.19 0.94 1.23  -1.479
C: -1.66 0.62 -1.49  -1.122
O: -2.48 -1.35 0.20  -0.763
H: 2.99 -1.49 -0.46  0.389
H: 2.61 -1.01 1.20  0.355
H: 3.72 0.05 0.33  0.274
H: -2.12 1.31 1.34  0.451
H: -0.96 0.57 2.18  0.391
H: -0.52 1.59 0.87  0.513
H: -2.31 1.40 -1.25  0.406
H: -0.85 1.26 -1.78  0.413
H: -2.07 -0.15 -2.30  0.254

Properties
* LUMO level: -0.3 eV
* structure (SMILES): [H]/N=C(/C(C)=O)P(C)(C)=O
* frontier orbital gap: 9.37 eV
* HOMO level: -9.675 eV



Most stable structure - x; separation to the second - 289.2 kJ/mol.



w | Formula: C7H10
Source: OMol25
Level of theory: the ωB97M-V functional and the def2-TZVPD basis

Last column: Mulliken charge in e.
Element x y z (Å)
C: 0.56 1.10 -0.98  -0.600
C: -0.20 0.01 -1.20  0.098
C: -0.29 -1.47 -0.85  -0.343
C: 0.13 -1.54 0.59  -0.467
C: -1.24 -1.03 0.28  -0.388
C: -1.31 0.41 -0.30  -0.136
C: -0.44 1.67 0.04  -0.562
H: 1.59 1.36 -1.20  0.408
H: -0.35 -2.34 -1.50  0.381
H: 0.15 -2.53 1.03  0.265
H: 0.92 -0.88 0.95  0.065
H: -2.12 -1.56 0.65  0.380
H: -2.29 0.61 -0.75  0.416
H: -0.02 1.64 1.05  0.180
H: -0.89 2.65 -0.14  0.305
H: 2.66 1.21 1.28  -0.111
H: 3.14 0.69 1.05  0.108

Properties
* LUMO level: 1.2 eV
* structure (SMILES): C1=C2[C@H]3C[C@H]3[C@H]2C1.[H][H]
* frontier orbital gap: 9.84 eV
* HOMO level: -8.676 eV



x | Formula: C7H10
Source: OMol25
Level of theory: the ωB97M-V functional and the def2-TZVPD basis

Last column: Mulliken charge in e.
Element x y z (Å)
C: 1.72 0.76 0.60  -0.671
C: 1.50 -0.70 0.37  -0.148
C: 0.59 -0.90 -0.85  -0.847
C: -0.48 -0.04 -0.13  0.758
C: -1.94 -0.38 -0.11  -0.659
C: -1.48 0.97 -0.60  -0.655
C: 0.43 0.14 1.06  -0.575
H: 1.72 1.44 -0.26  0.169
H: 2.43 1.02 1.38  0.262
H: 2.14 -1.46 0.81  0.372
H: 0.25 -1.93 -0.96  0.314
H: 0.99 -0.54 -1.81  0.280
H: -2.27 -1.08 -0.86  0.248
H: -2.47 -0.45 0.84  0.249
H: -1.60 1.21 -1.65  0.243
H: -1.64 1.81 0.07  0.240
H: 0.13 0.14 2.10  0.419

Properties
* LUMO level: 1.2 eV
* structure (SMILES): C1[C@@H]2CC3(CC3)[C@H]12
* frontier orbital gap: 10.50 eV
* HOMO level: -9.317 eV



y | Formula: C7H10
Source: OMol25
Level of theory: the ωB97M-V functional and the def2-TZVPD basis

Last column: Mulliken charge in e.
Element x y z (Å)
C: -0.85 0.63 2.26  -0.170
C: -0.60 1.38 1.36  -0.285
C: -0.03 1.80 0.07  -0.623
C: 0.84 0.58 -0.27  0.018
C: 1.00 -0.31 -1.45  -0.862
C: 0.48 -0.86 -0.11  0.186
C: -0.91 -1.48 -0.24  -1.384
H: -1.10 -0.03 3.06  0.399
H: -0.80 2.08 -0.65  0.315
H: 0.63 2.68 0.19  0.297
H: 1.82 0.73 0.19  0.235
H: 2.00 -0.38 -1.89  0.267
H: 0.22 -0.40 -2.20  0.254
H: 1.09 -1.41 0.62  0.342
H: -0.78 -2.42 -0.80  0.374
H: -1.41 -1.75 0.70  0.339
H: -1.60 -0.85 -0.80  0.300

Properties
* LUMO level: 1.1 eV
* structure (SMILES): C#CC[C@@H]1C[C@@H]1C
* frontier orbital gap: 10.67 eV
* HOMO level: -9.581 eV



z | Formula: C7H10
Source: OMol25
Level of theory: the ωB97M-V functional and the def2-TZVPD basis

Last column: Mulliken charge in e.
Element x y z (Å)
C: -1.64 -0.16 0.11  -0.512
C: -0.54 -0.70 0.97  -0.485
C: 0.50 -1.27 0.06  -0.780
C: 0.80 -0.10 -0.84  -0.429
C: 1.45 1.01 0.00  -0.664
C: 0.09 1.08 0.69  -0.249
C: -0.59 0.66 -0.64  -0.487
H: -2.22 -0.96 -0.35  0.355
H: -2.31 0.54 0.63  0.275
H: -0.89 -2.06 1.21  0.268
H: -0.02 -2.09 -0.46  0.509
H: 1.33 -1.68 0.66  0.335
H: 1.23 -0.40 -1.80  0.409
H: 2.37 0.83 0.57  0.358
H: 1.61 1.90 -0.64  0.299
H: -0.28 1.94 1.26  0.362
H: -0.90 1.38 -1.41  0.435

Properties
* LUMO level: 0.7 eV
* frontier orbital gap: 9.90 eV
* HOMO level: -9.188 eV



Most stable structure - x; separation to the second - 86.2 kJ/mol.



w | Formula: C7H10
Source: OMol25
Level of theory: the ωB97M-V functional and the def2-TZVPD basis

Last column: Mulliken charge in e.
Element x y z (Å)
C: 2.14 0.54 1.72  -0.069
C: 1.95 0.22 0.58  -0.281
C: 1.46 -0.25 -0.73  -0.802
C: 0.13 -0.96 -0.46  -0.079
C: -1.17 -0.80 -1.19  -0.797
C: -1.05 -0.33 0.24  0.260
C: -1.23 1.15 0.50  -1.398
H: 2.28 0.82 2.74  0.381
H: 1.39 0.57 -1.44  0.304
H: 2.17 -0.97 -1.16  0.320
H: 0.31 -1.97 -0.12  0.309
H: -1.73 -1.70 -1.44  0.271
H: -1.28 0.00 -1.91  0.247
H: -1.46 -0.96 1.03  0.347
H: -2.31 1.37 0.51  0.381
H: -0.82 1.48 1.46  0.320
H: -0.79 1.77 -0.29  0.287

Properties
* LUMO level: 1.1 eV
* structure (SMILES): C#CC[C@@H]1C[C@@H]1C
* frontier orbital gap: 10.90 eV
* HOMO level: -9.782 eV



x | Formula: C7H10
Source: OMol25
Level of theory: the ωB97M-V functional and the def2-TZVPD basis

Last column: Mulliken charge in e.
Element x y z (Å)
C: -0.15 2.43 1.00  0.396
C: -0.72 1.41 0.71  -0.741
C: -1.22 0.09 0.42  -0.547
C: -0.21 -1.04 0.57  0.075
C: 1.20 -0.73 1.04  -1.300
C: -0.73 -0.67 -0.79  0.179
C: 0.11 0.00 -1.85  -1.522
H: 0.35 3.34 1.24  0.375
H: -2.24 -0.11 0.74  0.363
H: -0.63 -1.95 0.99  0.383
H: 1.22 0.16 1.67  0.275
H: 1.61 -1.56 1.62  0.361
H: 1.89 -0.55 0.21  0.288
H: -1.46 -1.37 -1.20  0.376
H: 0.77 -0.71 -2.36  0.342
H: -0.53 0.47 -2.60  0.376
H: 0.73 0.80 -1.41  0.322

Properties
* LUMO level: 1.1 eV
* structure (SMILES): C#C[C@@H]1[C@H](C)[C@@H]1C
* frontier orbital gap: 10.40 eV
* HOMO level: -9.304 eV



y | Formula: C7H10
Source: OMol25
Level of theory: the ωB97M-V functional and the def2-TZVPD basis

Last column: Mulliken charge in e.
Element x y z (Å)
C: -0.36 -1.33 0.50  -0.798
C: 0.19 -1.49 -0.93  -0.283
C: 0.30 -0.36 -1.87  -0.860
C: 0.46 0.97 -1.20  -0.596
C: 0.46 1.14 0.31  0.097
C: -0.85 1.18 1.05  -1.036
C: 0.04 -0.03 1.17  0.047
H: 0.00 -2.18 1.10  0.338
H: -1.45 -1.42 0.46  0.320
H: 1.29 -1.67 -0.89  0.284
H: -0.22 -2.38 -1.42  0.369
H: 1.38 1.39 -1.64  0.444
H: -0.32 1.58 -1.68  0.336
H: 1.26 1.76 0.71  0.404
H: -1.75 1.08 0.45  0.251
H: -0.95 1.85 1.90  0.305
H: 0.56 -0.14 2.12  0.378

Properties
* LUMO level: 0.6 eV
* frontier orbital gap: 8.52 eV
* HOMO level: -7.949 eV



Most stable structure - x; separation to the second - 21.4 kJ/mol.



w | Formula: C3H5N3O
Source: OMol25
Level of theory: the ωB97M-V functional and the def2-TZVPD basis

Last column: Mulliken charge in e.
Element x y z (Å)
N: 0.80 1.53 -0.05  -0.207
C: 0.58 0.09 -0.09  0.565
C: 1.73 -0.65 -0.30  -1.082
O: 1.28 -1.92 -0.22  -0.010
N: -0.10 -2.01 0.02  -0.530
C: -0.52 -0.78 0.11  0.176
N: -1.86 -0.52 0.44  -0.568
H: 0.36 2.08 -0.80  0.359
H: 0.61 1.98 0.85  0.348
H: 1.82 1.52 -0.22  0.411
H: -2.33 0.07 -0.24  0.233
H: -2.36 -1.40 0.49  0.307

Properties
* LUMO level: -0.2 eV
* frontier orbital gap: 7.89 eV
* HOMO level: -8.091 eV



x | Formula: C3H5N3O
Source: OMol25
Level of theory: the ωB97M-V functional and the def2-TZVPD basis

Last column: Mulliken charge in e.
Element x y z (Å)
C: -2.03 -0.23 0.00  -0.806
C: -0.58 0.26 -0.02  0.613
C: 1.58 0.27 -0.07  0.339
H: -2.41 -0.71 0.91  0.275
H: -2.69 0.68 -0.51  0.250
H: -2.02 -1.18 -0.81  0.228
H: 3.48 0.28 0.64  0.429
H: 0.50 -1.50 0.09  0.126
N: -0.19 1.49 -0.06  -0.277
N: 1.06 1.57 -0.02  -0.553
N: 0.49 -0.54 0.00  -0.059
O: 2.82 -0.39 -0.15  -0.564

Properties
* LUMO level: 0.1 eV
* frontier orbital gap: 8.81 eV
* HOMO level: -8.709 eV



Most stable structure - x; separation to the second - 125.3 kJ/mol.